Record 1
20
Properties=species:S:1:pos:R:3:forces:R:3 method="wB97M-V/def2-TZVPD" gap_ev="7.08 / 8.45" energy_ev=-20981.8276 lumo_ev="0.1 / 0.6" relative_energy_ev=2.585
F -1.672 -2.237 0.334 1.44 -0.19 0.09
F -2.430 0.012 -1.339 -0.45 -0.69 -0.56
O 0.117 -3.654 0.191 -0.10 1.82 0.07
O 0.420 -1.293 0.203 0.03 -0.40 0.94
O -0.904 -0.423 -2.981 1.67 -2.64 -3.14
O -0.643 2.052 -0.658 -1.53 3.60 1.13
O 0.724 0.574 2.533 0.55 3.05 1.02
C -1.250 0.253 -1.978 -0.71 3.36 3.92
C -0.322 -2.383 -0.048 -2.28 -0.37 -1.39
C -0.269 0.815 -0.967 -0.05 -3.46 -1.33
C 0.784 0.822 1.183 0.64 2.08 -0.13
C -0.196 0.032 0.364 0.19 -0.23 -1.22
H 0.550 -0.300 2.654 -0.60 -3.89 0.81
H 1.820 0.636 0.797 -0.74 0.02 -0.02
H 0.703 0.855 -1.412 0.75 -0.11 -0.40
H 0.591 1.950 1.107 0.34 -1.84 -0.23
H -1.311 2.017 0.051 0.15 0.27 -0.53
H -1.246 -0.055 0.708 0.78 -0.05 0.42
H 0.763 -3.630 0.900 0.47 -0.15 0.47
H -1.537 -1.020 -3.377 -0.57 -0.17 0.08



Record 2
19
Properties=species:S:1:pos:R:3:forces:R:3 method="wB97M-V/def2-TZVPD" gap_ev=11.32 energy_ev=-18485.2190 charge=+1 lumo_ev=-3.7 relative_energy_ev=2.574
F 2.520 -0.455 0.255 -0.33 -1.24 0.23
F 1.745 -2.415 -0.484 0.71 -0.09 0.39
F 1.024 -1.610 1.441 1.08 -0.19 -0.38
O -1.481 1.894 2.046 -0.55 -1.38 -0.79
N 0.713 1.896 0.549 -1.40 -1.20 0.46
N -1.284 0.897 1.069 2.57 -1.05 -1.44
C 0.026 -0.356 -1.864 2.19 -3.23 -0.79
C -0.073 0.821 0.455 -0.37 -0.28 0.29
C 0.345 -0.636 -0.462 -1.84 6.11 2.82
C 1.462 -1.316 0.189 -0.14 0.78 0.39
C -0.789 -1.286 -1.054 0.48 1.20 -0.45
H -1.726 -0.015 1.098 -0.55 0.27 0.86
H 1.568 1.860 0.025 0.41 0.47 0.23
H -0.380 0.527 -2.166 -0.83 2.40 -0.65
H 0.705 -0.870 -2.533 -0.10 0.35 -0.41
H -2.397 1.690 2.319 0.26 0.63 0.19
H 0.417 2.666 1.199 0.75 -0.90 -1.11
H -1.752 -1.027 -0.879 -2.71 0.81 0.83
H -0.644 -2.267 -1.203 0.36 -3.47 -0.66



Record 3
18
Properties=species:S:1:pos:R:3:forces:R:3 method="wB97M-V/def2-TZVPD" gap_ev=10.29 energy_ev=-17003.0367 smiles=CN[C@]1(C)O[C@H]1C(F)(F)F lumo_ev=0.8 relative_energy_ev=1.209
F 3.991 0.247 1.328 -0.61 0.40 -0.12
F 3.481 1.043 -0.650 0.55 -0.90 0.29
F 4.218 -1.078 -0.318 -0.77 1.23 -0.45
O 1.396 -0.689 -1.015 -1.62 0.37 -0.45
N -0.563 -0.525 0.477 0.53 0.49 0.53
C -1.624 -0.735 -0.505 -0.27 -0.89 1.23
C 0.588 0.088 -0.115 2.78 0.77 1.57
C 3.420 -0.049 0.146 0.42 -0.55 0.38
C 2.004 -0.556 0.237 -2.71 -2.01 1.43
C 0.493 1.614 -0.306 0.09 -2.07 0.98
H -0.379 1.812 -0.843 -1.72 0.36 -0.86
H -1.082 -1.264 -1.290 -0.70 0.34 -0.61
H -0.880 0.035 1.296 0.45 -0.58 -0.96
H -2.279 -1.476 -0.006 -0.07 0.44 -0.67
H -2.220 0.168 -0.770 0.57 -0.58 -0.28
H 1.808 -1.538 0.876 1.05 2.18 -1.09
H 0.395 2.113 0.677 0.62 -0.12 -0.64
H 1.274 1.848 -0.963 1.41 1.14 -0.29



Record 4
19
Properties=species:S:1:pos:R:3:forces:R:3 method="wB97M-V/def2-TZVPD" gap_ev="7.83 / 6.82" energy_ev=-21664.8773 spin_multiplicity=2 s2=0.75 lumo_ev="-0.5 / -1.7" relative_energy_ev=2.388
Mg -1.134 2.458 -5.191 -0.05 -0.58 0.73
F -0.829 -1.963 -1.673 0.03 0.05 0.21
O 0.751 -1.033 0.962 -0.27 0.35 -2.27
O -1.670 0.106 -1.824 -1.02 -0.56 -0.25
O -1.501 1.256 -3.690 -0.69 0.78 -1.74
O 0.320 0.835 -2.429 -1.39 0.23 -2.03
C -0.979 -0.784 -0.979 0.57 0.50 -0.03
C 1.332 0.177 2.999 0.20 0.10 0.06
C 0.386 -0.206 -0.614 -0.31 -2.34 4.16
C -0.890 0.731 -2.738 2.53 0.40 2.35
C 0.265 -0.530 2.170 -0.58 0.36 -0.29
H 0.906 0.545 3.945 0.10 -0.11 -0.22
H 1.194 -0.747 -1.117 -0.01 1.12 0.39
H 1.752 1.037 2.455 -0.10 -0.26 0.12
H 2.154 -0.517 3.235 -0.23 0.21 -0.11
H -0.576 0.179 1.987 0.17 -0.18 0.17
H 0.282 0.789 -0.158 0.83 -0.40 -0.81
H -0.154 -1.367 2.764 0.07 0.25 -0.21
H -1.610 -0.966 -0.105 0.14 0.07 -0.23



Record 5
15
Properties=species:S:1:pos:R:3:forces:R:3 method="wB97M-V/def2-TZVPD" gap_ev=10.12 energy_ev=-9521.2929 smiles="N[C@@H]1CCC=C1F" lumo_ev=1.1 relative_energy_ev=0.496
F 1.317 2.203 -0.022 -0.17 -0.24 -0.19
N 2.175 -0.588 -0.019 0.07 -1.61 -1.46
C -0.460 -0.901 -0.209 -0.25 -0.90 -0.06
C -0.902 1.373 -0.019 -0.90 1.25 -0.44
C -1.633 0.084 0.086 -0.14 -0.32 -1.08
C 0.820 -0.192 0.349 -0.75 -0.98 0.33
C 0.409 1.209 -0.016 0.37 0.56 1.26
H 0.735 -0.386 1.436 0.24 0.66 -0.18
H -0.386 -1.039 -1.311 0.06 0.04 0.66
H -0.604 -1.877 0.279 0.06 0.15 -0.31
H -1.483 2.300 -0.131 0.76 -0.23 0.11
H -2.476 0.065 -0.650 0.80 -0.29 0.25
H 2.424 -1.587 0.257 -0.79 1.84 -0.20
H 2.227 -0.610 -1.062 0.13 0.15 1.01
H -2.163 -0.053 1.033 0.51 -0.09 0.31



Record 6
17
Properties=species:S:1:pos:R:3:forces:R:3 method="wB97M-V/def2-TZVPD" gap_ev=6.00 energy_ev=-13059.1346 charge=-1 lumo_ev=4.0
F -2.109 0.691 1.820 0.59 0.79 0.61
O -3.068 -0.536 0.375 -3.75 -3.45 -0.55
N 1.132 -1.261 1.302 -0.08 -1.07 0.89
N -0.251 1.617 -0.249 0.05 -0.18 -0.22
C 0.660 1.003 0.683 0.06 0.54 -0.83
C 1.419 -0.837 -1.054 -0.41 0.27 0.14
C -2.241 0.234 0.569 2.63 2.01 -1.09
C 1.064 -0.425 0.361 0.46 0.46 -0.09
C -1.334 0.758 -0.582 0.87 1.26 1.15
H 0.727 -1.634 -1.331 -0.14 0.13 -0.27
H 1.316 0.021 -1.716 0.00 -0.07 -0.18
H 1.595 1.590 0.640 0.04 -0.07 0.06
H -2.012 1.341 -1.213 -0.25 -0.21 -0.05
H 1.418 -2.174 0.933 0.03 0.02 0.10
H 2.411 -1.283 -1.111 0.21 0.21 0.12
H 0.343 1.047 1.740 0.03 -0.39 0.04
H -1.070 -0.150 -1.167 -0.34 -0.26 0.17



Record 7
16
Properties=species:S:1:pos:R:3:forces:R:3 method="wB97M-V/def2-TZVPD" gap_ev=10.33 energy_ev=-11568.9537 smiles="O=C[C@]1(F)CCNC1" lumo_ev=0.7 relative_energy_ev=1.466
F -1.116 -1.565 -0.032 -0.49 -1.01 -0.38
O -0.334 0.275 2.786 -0.17 -0.90 -1.20
N -0.309 1.005 -1.373 -0.91 -1.53 -1.54
C 1.073 0.632 -1.142 1.04 0.09 0.46
C -0.582 -0.594 1.974 0.58 0.04 0.81
C 1.078 -0.639 -0.233 -1.74 0.08 -0.38
C -0.919 0.731 -0.100 -0.76 1.66 0.75
C -0.346 -0.534 0.461 1.07 0.39 0.27
H 1.484 1.453 -0.513 0.18 -0.34 -0.68
H 1.020 -1.548 -0.859 0.22 0.30 0.48
H 1.883 -0.685 0.469 0.57 -0.06 0.31
H -1.993 0.618 -0.139 -0.39 0.02 -0.35
H -1.076 -1.560 2.262 0.19 0.47 0.03
H -0.746 0.307 -2.030 0.75 1.02 0.53
H -0.768 1.607 0.556 0.33 -0.51 0.06
H 1.653 0.496 -2.087 -0.46 0.27 0.84



Record 8
16
Properties=species:S:1:pos:R:3:forces:R:3 method="wB97M-V/def2-TZVPD" gap_ev=10.47 energy_ev=-11567.6665 smiles="NC[C@H]1O[C@H]1/C=C/F" lumo_ev=1.1 relative_energy_ev=2.754
F -3.950 -0.650 -0.200 0.11 0.06 0.10
O 0.399 1.328 -0.731 0.09 -0.31 -0.08
N 2.757 -0.482 -0.086 1.41 -0.88 0.08
C -2.939 0.172 0.130 0.22 0.18 -0.33
C 0.738 0.498 0.403 -0.55 1.17 -0.07
C -1.701 -0.009 -0.306 -0.09 -0.43 -0.04
C -0.642 0.905 0.155 -0.10 0.35 -0.24
C 1.361 -0.788 0.026 -0.79 -0.36 -0.43
H 0.887 -1.126 -0.937 0.33 -0.08 0.90
H 2.939 -0.005 -0.955 0.18 0.06 -0.12
H 3.371 -1.303 -0.015 -0.50 0.54 -0.23
H -3.252 1.017 0.743 -0.03 -0.27 -0.09
H 1.188 -1.499 0.838 0.08 -0.21 -0.22
H -1.005 1.780 0.680 -0.18 -0.18 0.50
H 1.275 1.033 1.177 0.08 0.00 0.08
H -1.429 -0.873 -0.924 -0.25 0.37 0.19



Record 9
16
Properties=species:S:1:pos:R:3:forces:R:3 method="wB97M-V/def2-TZVPD" gap_ev="7.58 / 7.58" energy_ev=-20350.4466 lumo_ev="-0.6 / -0.6" relative_energy_ev=6.552
S 2.547 -1.014 -0.703 -0.17 0.95 -0.23
F 2.038 -2.160 0.526 0.44 0.10 0.10
N 3.319 2.251 0.399 0.74 -1.46 -1.00
C 2.205 1.674 0.114 0.05 6.13 3.50
C -0.496 -0.795 1.170 -0.31 0.66 -1.05
C 2.204 0.464 -0.432 -0.61 -5.94 -1.94
C -0.153 -0.276 -0.193 -0.72 1.49 0.00
C -0.836 -0.838 -1.395 2.69 -2.12 1.34
H 1.288 2.221 0.436 0.11 -0.98 -0.71
H -1.770 -0.426 -1.293 -2.76 1.21 0.48
H 0.504 -1.098 1.438 0.43 -0.18 0.79
H -1.004 -1.951 -1.265 0.21 0.93 -0.71
H -0.838 0.028 1.878 0.53 -1.01 -0.97
H -1.122 -1.695 1.187 -0.24 0.20 0.15
H 3.282 3.139 0.855 -0.70 0.51 0.33
H -0.459 -0.472 -2.345 0.33 -0.48 -0.06



Record 10
19
Properties=species:S:1:pos:R:3:forces:R:3 method="wB97M-V/def2-TZVPD" gap_ev="5.71 / 9.80" energy_ev=-22051.4034 spin_multiplicity=2 s2=0.75 lumo_ev="0.5 / 0.4"
Sn 3.127 -0.252 0.661 6.76 -1.51 2.77
F -0.469 2.511 -2.375 -0.13 -0.20 0.25
O 0.372 -0.291 -1.518 0.31 -0.08 0.08
O 0.524 1.704 -0.528 0.28 -0.26 0.41
O 2.421 0.525 -1.002 -1.17 0.79 -1.77
O 1.228 -0.239 0.796 -4.34 0.47 -0.78
C -0.918 0.292 -1.610 -0.26 0.01 0.12
C -0.485 -1.822 1.512 0.03 -0.23 -0.09
C 1.181 0.493 -0.742 -1.55 0.44 -0.79
C 0.121 -0.436 1.645 -0.53 0.15 0.47
C -0.662 1.744 -1.238 -0.19 0.19 -0.26
H 0.457 -0.275 2.682 -0.03 0.05 -0.32
H -1.342 -1.921 2.194 0.23 0.04 -0.17
H -0.833 -2.008 0.487 0.11 0.02 0.25
H -1.602 -0.185 -0.894 0.10 0.09 -0.17
H -1.300 0.183 -2.630 0.15 0.03 0.24
H 0.255 -2.593 1.771 -0.23 0.21 -0.11
H -0.634 0.340 1.432 0.29 -0.14 0.03
H -1.441 2.230 -0.642 0.17 -0.07 -0.16



Record 11
19
Properties=species:S:1:pos:R:3:forces:R:3 method="wB97M-V/def2-TZVPD" gap_ev=9.12 energy_ev=-64632.3737 charge=+1 lumo_ev=-5.4 relative_energy_ev=0.000
Zn 3.107 -1.767 3.798 -0.39 -0.48 -0.40
F 3.316 -1.310 5.430 0.12 0.26 0.23
O 1.405 -0.941 -0.700 2.77 0.36 -0.56
O 3.243 -3.028 0.097 -2.14 -0.64 0.41
O 2.981 -1.004 0.933 -1.68 -1.58 0.03
O 2.741 -2.780 2.257 -1.58 -0.93 0.55
C 0.728 0.285 -0.988 -0.22 0.62 0.11
C 2.695 -2.380 1.098 6.20 3.32 -0.29
C -0.588 -0.039 -1.654 -0.19 0.00 -0.07
C 2.846 -0.812 -0.497 -2.45 -1.15 0.47
C 3.449 -2.127 -1.009 -0.03 0.77 -0.81
H 1.358 0.907 -1.643 -0.17 -0.17 0.12
H 3.342 0.129 -0.760 -0.45 -0.25 -0.14
H -0.432 -0.603 -2.583 -0.01 0.16 0.27
H 0.582 0.819 -0.038 -0.06 0.03 -0.24
H -1.107 0.896 -1.901 0.09 -0.25 0.08
H 4.522 -2.052 -1.206 -0.17 -0.24 0.17
H 2.899 -2.492 -1.881 0.22 0.03 0.25
H -1.229 -0.628 -0.986 0.15 0.16 -0.19



Record 12
19
Properties=species:S:1:pos:R:3:forces:R:3 method="wB97M-V/def2-TZVPD" gap_ev=8.47 energy_ev=-64630.0361 charge=+1 lumo_ev=-6.1 relative_energy_ev=2.338
Zn 3.812 -1.490 -0.832 -1.30 1.48 0.04
F 4.924 -2.506 -1.636 0.30 -0.41 -0.05
O 2.835 0.272 -0.499 -0.36 1.44 -1.66
O 1.361 0.744 1.134 -0.67 1.20 -1.80
O -0.478 -0.117 -0.619 1.59 -2.70 2.24
O 1.362 -1.285 0.156 -1.76 2.40 -1.50
C 0.282 -0.034 1.692 -1.49 -0.54 0.06
C 0.033 -1.076 0.594 0.51 2.21 -2.64
C -1.886 0.144 -0.688 -0.40 -0.03 0.07
C 1.692 0.260 -0.053 2.99 -6.06 5.03
C -2.138 1.632 -0.741 -0.11 0.20 0.03
H -0.536 -2.007 0.679 -0.01 0.53 0.23
H -0.596 0.601 1.850 0.33 -0.04 0.07
H -2.272 -0.352 -1.590 0.12 0.07 0.25
H -1.769 2.132 0.164 -0.08 -0.09 -0.22
H -3.220 1.808 -0.810 0.28 0.03 -0.03
H 0.618 -0.490 2.629 0.16 0.26 -0.18
H -2.373 -0.312 0.188 0.04 0.14 -0.17
H -1.652 2.077 -1.618 -0.15 -0.10 0.23



Record 13
17
Properties=species:S:1:pos:R:3:forces:R:3 method="wB97M-V/def2-TZVPD" gap_ev="6.11 / 5.31" energy_ev=-17878.6955 spin_multiplicity=3 s2=2.01 lumo_ev="0.7 / -3.5" relative_energy_ev=0.000
I -2.131 2.903 -1.170 -0.24 1.94 -3.18
N -0.743 -1.508 -0.386 1.46 0.92 -0.14
N -1.599 -0.701 0.001 -1.25 0.86 0.89
N -1.083 0.496 0.528 0.79 -2.52 -0.77
C -1.966 1.540 0.673 -0.18 -2.02 3.05
C 1.544 -1.138 -1.444 0.74 -1.89 1.47
C 0.355 0.425 0.428 -0.97 1.89 -0.03
C 1.077 -0.680 1.163 -2.29 -0.27 0.62
C 0.598 -0.891 -0.259 0.47 -0.28 -0.30
H 2.661 -1.289 -1.030 -2.57 -0.32 -1.18
H 2.088 -0.501 1.297 1.89 0.23 0.02
H 0.614 -1.168 2.058 0.12 0.40 -1.15
H -2.930 1.012 0.621 -0.17 0.96 0.20
H -1.805 2.319 1.425 0.09 -0.78 0.11
H 0.678 1.466 0.196 0.71 -1.17 0.12
H 1.030 -2.000 -2.033 1.60 1.25 0.96
H 1.611 -0.283 -2.069 -0.20 0.80 -0.69



Record 14
19
Properties=species:S:1:pos:R:3:forces:R:3 method="wB97M-V/def2-TZVPD" gap_ev="4.69 / 6.94" energy_ev=-23364.5372 spin_multiplicity=2 s2=0.75 lumo_ev="-0.5 / -0.7"
Mg -0.269 -1.053 -2.454 0.41 0.02 0.83
Na 1.124 -3.171 -0.590 0.13 0.66 0.09
O 1.339 -0.666 -1.060 0.51 -0.35 -1.22
O -0.263 0.868 -0.820 -0.82 -0.06 0.25
O 1.515 0.911 0.545 0.27 0.73 0.53
O -0.806 -2.406 -1.118 -0.51 -0.27 -0.07
C 0.007 2.249 -0.577 -0.18 -0.07 0.09
C -1.299 -1.931 0.130 0.07 0.49 -0.29
C 0.734 0.087 -0.206 -0.21 -3.60 0.86
C 0.874 2.180 0.677 0.01 -0.13 0.05
C -0.180 -1.302 0.977 -0.88 3.20 -0.13
H -0.950 2.759 -0.423 0.26 0.02 -0.06
H 0.270 -1.912 1.776 0.86 -0.41 -0.88
H 0.537 2.664 -1.444 -0.08 0.01 0.23
H -2.073 -1.162 -0.063 0.30 -0.02 0.13
H 1.644 2.956 0.718 -0.17 -0.17 0.03
H 0.273 2.188 1.597 0.07 0.10 -0.19
H -1.863 -2.708 0.679 0.38 -0.13 -0.11
H -0.616 -0.553 1.656 -0.43 -0.03 -0.15



Record 15
16
Properties=species:S:1:pos:R:3:forces:R:3 method="wB97M-V/def2-TZVPD" gap_ev="7.04 / 9.03" energy_ev=-40717.0020 charge=+1 spin_multiplicity=7 s2=12.00 lumo_ev="-4.4 / -4.7"
Mn 1.047 2.898 -0.620 0.19 0.50 -0.11
O -1.305 1.082 -0.630 0.26 0.95 -0.51
O 0.333 -0.168 0.035 -0.33 0.97 2.76
C -0.040 1.003 -0.330 -0.53 -0.87 0.75
C 2.546 -0.965 0.012 -1.47 -0.34 -2.34
C -3.461 0.275 -0.215 0.15 0.08 -0.77
C 1.744 -0.334 1.065 -1.38 0.15 -1.70
C -2.204 0.014 -0.540 -0.74 -0.80 0.36
H 2.729 -2.025 0.223 -0.01 0.30 -0.34
H -1.795 -0.973 -0.740 -0.08 0.34 -0.02
H -3.815 1.295 -0.063 0.14 -0.29 0.10
H 1.359 -1.021 1.824 -0.19 0.77 0.00
H 1.543 -0.812 -0.861 4.63 -1.39 1.42
H 3.482 -0.437 -0.206 -0.40 -0.17 -0.26
H -4.196 -0.525 -0.273 0.26 0.17 0.30
H 2.033 0.692 1.317 -0.49 -0.37 0.36